Record 1
A single C9H18N2O4 molecule. Source: OMol25; level of theory: ωB97M-V with the def2-TZVPD basis set.

Summary:
total energy	-764.2162	a.u.
energy relative to the best compared isomer or geometry (same formula, charge and spin)	1.779	eV
E_HOMO	-10.0	eV
SMILES	CC(C)C[C@H](NC(=O)[C@@H](N)CO)C(=O)O

Atoms and positions in Å:
C  2.323  2.040  1.957
C  0.890  2.170  1.415
C  -0.026  2.696  2.558
C  0.430  0.796  0.890
C  -0.909  0.807  0.162
N  -1.631  -0.421  0.155
C  -1.297  -1.757  -0.140
O  -2.063  -2.612  0.213
C  0.043  -2.183  -0.828
N  0.565  -1.146  -1.728
C  1.075  -2.618  0.226
O  2.398  -2.561  -0.304
C  -0.835  1.450  -1.290
O  -0.143  2.358  -1.652
O  -1.701  0.828  -2.143
H  2.631  3.006  2.369
H  3.021  1.752  1.158
H  2.467  1.343  2.808
H  0.949  2.946  0.650
H  0.383  3.631  2.959
H  0.008  1.938  3.365
H  -1.030  2.911  2.154
H  1.208  0.399  0.209
H  0.366  0.131  1.761
H  -1.642  1.484  0.644
H  -2.482  -0.501  0.727
H  -0.144  -3.085  -1.428
H  -0.120  -0.865  -2.395
H  1.385  -1.548  -2.166
H  1.028  -1.944  1.107
H  0.923  -3.613  0.685
H  2.546  -1.634  -0.541
H  -2.126  0.110  -1.663



Record 2
A 10-piece molecular cluster, C56H132F10N7O22P3S10 overall. Source: OMol25; level of theory: ωB97M-V with the def2-TZVPD basis set.

Summary:
total energy	-10255.2396	a.u.
E_HOMO	-7.6	eV

Atoms and positions in Å:
C  -2.110  -0.145  -6.867
C  -1.771  -0.649  -5.457
C  -0.211  -0.459  -5.052
O  -0.066  -0.919  -3.735
C  1.257  -0.682  -3.222
N  -2.669  0.030  -4.372
H  -2.567  1.034  -4.394
H  -3.575  -0.279  -4.694
H  -2.476  -0.348  -3.455
H  -1.975  0.935  -6.916
H  -3.121  -0.340  -7.225
H  -1.455  -0.458  -7.680
H  -2.152  -1.670  -5.492
H  0.077  0.587  -5.151
H  0.415  -1.108  -5.665
H  1.211  -0.873  -2.150
H  1.628  0.315  -3.462
H  1.987  -1.429  -3.534
C  -8.017  -5.624  -10.437
C  -6.958  -6.536  -9.920
C  -7.496  -7.823  -9.263
O  -8.213  -8.637  -10.234
C  -8.592  -9.954  -9.769
N  -6.188  -6.964  -11.107
H  -6.646  -7.706  -11.615
H  -5.889  -6.271  -11.779
H  -5.319  -7.359  -10.778
H  -8.639  -5.940  -11.275
H  -7.591  -4.668  -10.742
H  -8.635  -5.246  -9.623
H  -6.275  -6.017  -9.246
H  -8.166  -7.660  -8.420
H  -6.717  -8.478  -8.871
H  -9.433  -10.409  -10.292
H  -8.956  -10.064  -8.747
H  -7.880  -10.762  -9.939
C  13.002  4.443  10.500
C  11.868  5.106  11.222
C  11.234  6.301  10.592
C  10.118  5.863  9.570
P  9.727  7.345  8.554
C  11.134  7.880  7.469
C  11.952  6.685  6.930
C  13.127  7.026  6.154
C  12.977  7.970  5.015
C  9.282  8.704  9.622
C  10.381  9.686  10.169
C  9.954  10.551  11.346
C  9.654  9.879  12.651
C  8.280  7.005  7.542
C  8.469  6.243  6.156
C  7.205  5.619  5.541
C  7.593  4.461  4.584
H  12.569  4.183  9.534
H  13.257  3.492  10.969
H  13.880  5.084  10.424
H  12.265  5.469  12.170
H  11.097  4.385  11.494
H  12.023  6.842  10.070
H  10.703  6.839  11.377
H  9.187  5.473  9.982
H  10.464  5.014  8.979
H  11.713  8.527  8.128
H  10.726  8.478  6.654
H  11.255  6.052  6.381
H  12.288  6.137  7.810
H  13.556  6.135  5.697
H  13.858  7.642  6.679
H  12.388  8.842  5.300
H  12.391  7.404  4.291
H  14.006  8.215  4.751
H  8.743  8.297  10.478
H  8.507  9.343  9.199
H  10.459  10.378  9.331
H  11.375  9.260  10.303
H  9.145  11.190  10.991
H  10.789  11.198  11.616
H  10.294  8.997  12.650
H  8.716  9.333  12.749
H  9.972  10.439  13.531
H  7.982  8.030  7.318
H  7.557  6.634  8.269
H  9.173  5.448  6.404
H  8.894  6.923  5.418
H  6.615  6.354  4.993
H  6.588  5.360  6.401
H  7.925  3.586  5.142
H  8.500  4.667  4.015
H  6.702  4.231  3.999
C  6.523  -6.200  -0.505
C  5.960  -7.187  0.541
C  4.849  -8.067  -0.069
C  4.466  -9.186  0.997
P  3.327  -10.476  0.389
C  2.133  -9.775  -0.867
C  1.267  -8.607  -0.239
C  0.767  -7.686  -1.428
C  -0.362  -8.379  -1.999
C  4.424  -11.701  -0.538
C  3.686  -12.674  -1.439
C  4.661  -13.840  -1.806
C  5.822  -13.365  -2.632
C  2.214  -11.077  1.739
C  1.624  -9.982  2.733
C  0.171  -10.146  2.977
C  -0.113  -11.546  3.564
H  6.865  -6.658  -1.433
H  7.348  -5.696  -0.001
H  5.788  -5.415  -0.685
H  5.578  -6.601  1.377
H  6.685  -7.905  0.924
H  5.239  -8.439  -1.016
H  3.970  -7.484  -0.342
H  4.014  -8.694  1.858
H  5.252  -9.722  1.530
H  1.534  -10.642  -1.145
H  2.749  -9.451  -1.706
H  1.825  -8.016  0.486
H  0.462  -9.017  0.371
H  1.666  -7.442  -1.993
H  0.492  -6.705  -1.042
H  -0.963  -7.823  -2.718
H  -1.089  -8.662  -1.237
H  -0.059  -9.243  -2.589
H  4.740  -12.250  0.349
H  5.152  -11.031  -0.995
H  3.361  -12.151  -2.338
H  2.781  -13.083  -0.988
H  4.242  -14.621  -2.439
H  4.908  -14.222  -0.815
H  5.500  -12.855  -3.540
H  6.552  -14.139  -2.868
H  6.444  -12.720  -2.012
H  2.543  -12.039  2.132
H  1.441  -11.467  1.076
H  1.827  -8.946  2.460
H  2.161  -10.181  3.660
H  -0.417  -9.802  2.125
H  -0.164  -9.530  3.811
H  0.450  -11.650  4.492
H  0.300  -12.394  3.017
H  -1.187  -11.581  3.750
C  -7.148  11.452  2.547
C  -7.079  10.951  1.139
C  -8.115  9.756  0.988
C  -7.449  8.411  1.119
P  -8.504  6.934  0.962
C  -7.475  5.547  1.217
C  -8.276  4.193  1.424
C  -7.605  2.918  2.046
C  -6.555  2.297  1.216
C  -9.950  7.075  2.175
C  -9.423  7.277  3.635
C  -10.556  7.415  4.679
C  -11.355  6.132  4.793
C  -9.211  7.149  -0.712
C  -8.199  7.135  -1.885
C  -8.990  7.298  -3.237
C  -9.483  8.741  -3.430
H  -7.061  10.693  3.325
H  -8.127  11.862  2.793
H  -6.393  12.237  2.585
H  -6.061  10.687  0.854
H  -7.283  11.906  0.653
H  -8.643  9.809  0.036
H  -8.835  9.920  1.789
H  -7.012  8.378  2.117
H  -6.669  8.336  0.361
H  -6.858  5.762  2.089
H  -6.819  5.581  0.347
H  -8.687  3.812  0.488
H  -9.134  4.319  2.084
H  -8.376  2.163  2.199
H  -7.214  3.167  3.032
H  -7.029  1.990  0.283
H  -6.156  1.429  1.740
H  -5.705  2.932  0.965
H  -10.406  6.094  2.040
H  -10.694  7.821  1.895
H  -8.796  8.159  3.767
H  -8.863  6.414  3.998
H  -11.226  8.237  4.426
H  -10.274  7.769  5.671
H  -11.958  5.944  3.904
H  -12.106  6.314  5.562
H  -10.746  5.233  4.877
H  -10.027  7.872  -0.709
H  -9.801  6.262  -0.941
H  -7.680  6.178  -1.939
H  -7.409  7.872  -1.747
H  -9.849  6.627  -3.205
H  -8.343  7.032  -4.072
H  -10.161  8.918  -2.595
H  -10.047  8.955  -4.337
H  -8.699  9.485  -3.288
N  -1.779  5.259  -3.729
S  -0.765  5.595  -2.419
O  -1.309  6.339  -1.321
O  0.696  5.440  -2.513
F  -1.153  4.181  -1.717
S  -1.311  6.394  -4.485
O  -0.056  6.209  -5.197
O  -1.635  7.789  -4.074
F  -2.465  6.307  -5.739
N  -0.265  -8.711  -10.412
S  0.833  -7.715  -9.565
O  1.670  -7.040  -10.536
O  1.352  -8.083  -8.206
F  -0.187  -6.538  -9.159
S  0.199  -10.081  -9.886
O  -0.331  -10.505  -8.579
O  1.467  -10.543  -10.375
F  -0.827  -10.918  -10.869
N  -4.242  -3.055  -15.853
S  -5.519  -2.771  -16.872
O  -5.152  -2.642  -18.295
O  -6.635  -1.912  -16.336
F  -6.117  -4.313  -16.884
S  -3.867  -1.614  -15.620
O  -4.589  -0.884  -14.590
O  -3.339  -0.885  -16.785
F  -2.495  -1.969  -14.764
N  3.050  -1.852  7.850
S  3.234  -2.627  6.693
O  3.493  -4.069  6.865
O  3.528  -1.997  5.393
F  1.654  -2.767  6.403
S  4.789  -1.792  8.126
O  5.730  -1.302  7.104
O  5.257  -2.812  9.067
F  4.806  -0.512  9.130
N  -9.143  -1.410  -4.874
S  -10.362  -0.641  -5.004
O  -10.684  0.242  -3.910
O  -11.420  -1.060  -5.928
F  -9.681  0.482  -5.960
S  -9.949  -2.597  -4.053
O  -10.722  -3.550  -4.844
O  -10.366  -2.387  -2.689
F  -8.617  -3.433  -3.773



Record 3
A 2-piece molecular cluster, C4H8N2 overall. Source: OMol25; level of theory: ωB97M-V with the def2-TZVPD basis set.

Summary:
total energy	-265.8157	a.u.
energy relative to the best compared isomer or geometry (same formula, charge and spin)	4.321	eV
net charge	+2
E_HOMO	-19.5	eV

Atoms and positions in Å:
C  -1.144  -0.134  -0.106
C  0.270  -0.132  -0.076
C  -3.674  0.006  0.020
C  1.540  0.131  0.618
N  -0.362  -0.357  -1.228
N  2.742  -0.044  -0.291
H  -3.400  0.492  0.987
H  -3.559  -1.104  0.003
H  -4.242  0.514  -0.794
H  1.474  -0.328  1.660
H  1.437  1.181  0.960
H  2.641  0.523  -1.159
H  2.700  -0.936  -0.873
H  3.579  0.188  0.280